1.
Computed, not measured: a structure of composition C30H39AsPtS2Si2Te2 in a non-equilibrium geometry, with ωB97M-V/def2-TZVPD.

XYZ file:
```
77
Properties=species:S:1:pos:R:3:forces:R:3:lowdin_charge:R:1
Pt 0.26047 -1.14547 -0.38175 0.65 -0.60 -0.11 0.04
Te -1.05953 -3.13037 -1.62105 0.14 0.11 0.15 0.77
Te 0.06637 0.66673 -2.26935 -0.48 0.13 0.57 1.23
As 0.75297 -2.10707 2.05435 0.38 0.35 0.27 1.26
S 2.55897 -1.98497 -0.72935 -0.88 0.34 -0.53 0.51
S -3.64483 -1.68837 0.03475 -0.10 -0.41 -0.35 0.90
Si 2.34947 3.09533 -2.23555 0.12 0.47 0.06 0.45
Si -3.02913 0.80993 -3.41855 -0.12 0.13 -0.05 0.45
C -0.55523 -2.88357 6.54465 -0.03 -0.03 0.08 -0.09
C 4.74297 -2.38307 0.75115 0.04 -0.03 0.12 -0.14
C -2.58023 -0.80437 -4.32015 -0.15 0.55 0.41 -0.19
C 0.33687 -1.34077 4.93375 0.17 0.18 -0.25 -0.10
C -5.29353 -1.90717 -0.41915 0.24 0.12 0.21 -0.43
C -0.72573 0.38873 1.95715 0.00 -0.24 0.11 -0.15
C -4.14993 -3.15697 -1.98435 0.35 -0.11 -0.04 -0.28
C 3.35917 -2.20307 0.80215 -0.42 0.07 0.17 -0.71
C 0.15977 2.61763 2.08805 -0.01 -0.03 0.02 -0.10
C 2.69847 -2.20437 2.04155 0.09 -0.15 -0.19 -0.43
C -4.87733 0.88983 -2.96255 0.72 -0.03 -0.23 -0.16
C 0.68087 2.56623 -1.48015 0.70 -0.28 -0.35 -0.53
C -0.57963 -3.88097 5.58645 -0.04 -0.09 0.13 -0.09
C -2.01853 1.00913 -1.80925 -0.13 -0.32 -0.68 -0.54
C 5.46887 -2.53627 1.91215 -0.03 0.02 0.02 -0.09
C -3.08813 -2.68607 -1.27015 0.23 0.28 0.35 -1.02
C 2.27277 2.78723 -4.11675 0.11 0.06 0.71 -0.20
C -5.40203 -2.71727 -1.50135 -0.26 0.08 0.14 -0.21
C 2.50897 4.95923 -1.85415 -0.01 -0.71 -0.22 -0.18
C -0.08213 -1.62317 6.22335 -0.01 0.09 0.09 -0.08
C 4.82787 -2.48887 3.14175 0.07 -0.06 0.16 -0.10
C -0.15513 -3.60277 4.30255 0.12 -0.10 -0.40 -0.13
C -2.48753 2.30963 -4.46705 -0.26 -0.56 0.37 -0.18
C 3.45427 -2.34277 3.19935 -0.17 0.01 0.24 -0.11
C 3.80257 2.18543 -1.41225 -0.64 0.28 -0.39 -0.16
C 0.57177 -0.14157 1.96535 -0.07 0.11 0.13 -0.48
C 1.44857 2.10343 2.08205 0.02 0.10 0.02 -0.09
C -0.92493 1.75903 2.00075 -0.05 0.10 -0.05 -0.08
C 0.30257 -2.33337 3.96285 -0.06 -0.20 -0.30 -0.38
C 1.65547 0.73903 1.99625 0.17 -0.23 -0.02 -0.10
H 3.45417 5.34983 -2.21745 0.20 0.09 -0.08 0.02
H 2.29907 2.76773 2.14345 0.06 0.07 -0.02 0.11
H 3.13527 3.20113 -4.62785 0.25 0.12 -0.02 0.03
H -1.92753 2.15723 1.96055 -0.12 0.03 0.09 0.11
H -0.91823 -3.08637 7.54015 0.03 -0.03 0.15 0.10
H 5.23407 -2.40707 -0.21075 0.02 0.02 -0.08 0.10
H 2.95627 -2.33477 4.16305 0.03 -0.01 -0.01 0.10
H -2.68003 3.24133 -3.94485 -0.09 0.19 0.16 0.03
H 6.53567 -2.69527 1.86225 0.11 0.04 0.00 0.10
H -0.93303 -4.86857 5.84245 -0.05 -0.09 -0.01 0.10
H -0.17713 -4.37307 3.53595 -0.07 0.01 0.11 0.10
H 3.68697 1.10663 -1.45075 -0.05 -0.26 0.01 0.01
H -2.07203 2.02973 -1.43785 0.04 0.13 0.00 0.01
H 2.66717 0.34653 1.96845 -0.07 0.00 0.04 0.11
H -1.50213 -0.90357 -4.43325 0.10 0.01 -0.06 0.00
H 0.69337 -0.34687 4.68445 -0.02 -0.01 0.00 0.10
H 2.47197 5.12903 -0.78135 -0.01 -0.01 0.19 0.02
H -1.57873 -0.28717 1.96885 0.05 0.10 -0.09 0.08
H -3.02333 -0.85377 -5.30945 -0.12 0.16 -0.23 0.03
H 0.00427 3.68483 2.14905 -0.03 0.09 -0.01 0.11
H 0.71237 2.52773 -0.39575 -0.02 -0.14 0.02 -0.02
H 3.88827 2.47793 -0.37005 -0.05 0.05 0.22 0.02
H -0.04183 -0.85937 6.98645 -0.02 0.11 0.01 0.10
H -2.92643 -1.67237 -3.76795 -0.04 -0.04 0.12 -0.02
H -4.02833 -3.81497 -2.82755 0.00 -0.08 -0.18 0.10
H -5.11193 1.81103 -2.43725 0.01 0.21 0.08 0.03
H -5.49923 0.84713 -3.85055 -0.13 -0.01 -0.22 0.03
H -1.42003 2.26013 -4.66695 0.19 -0.05 -0.08 0.00
H 4.73967 2.43953 -1.89785 0.16 0.07 -0.15 0.03
H -2.34443 0.33603 -1.01865 0.17 -0.02 -0.05 -0.07
H -6.34013 -2.99407 -1.95065 -0.17 -0.01 -0.03 0.10
H -6.06843 -1.41507 0.13645 -0.19 0.04 0.07 0.06
H 1.71057 5.53753 -2.31045 -0.15 0.05 -0.10 0.02
H 2.24617 1.72353 -4.33915 -0.01 -0.15 -0.03 0.01
H 1.39167 3.24313 -4.55985 -0.22 0.07 0.00 0.02
H -5.16063 0.06213 -2.31855 0.05 -0.19 0.08 0.00
H -3.00463 2.35183 -5.41835 -0.11 -0.02 -0.25 0.02
H -0.09533 3.26413 -1.77845 -0.14 0.13 -0.15 0.01
H 5.39987 -2.57727 4.05245 0.03 -0.04 0.11 0.10
```
Positions in Å, forces in eV/Å.

Highest occupied orbital energy (alpha / beta) (eV): -6.50 / -6.80
Net charge: 0
Relative energy (zero: lowest compared OMol25 entry of this formula, charge and spin) (kcal/mol): 19.0
Spin multiplicity: 3
Expectation value of S²: 2.01

=====

2.
Computed, not measured: a structure of composition C30H39BCl2F4NO2S5SiSm in a non-equilibrium geometry, with ωB97M-V/def2-TZVPD.

XYZ file:
```
86
Properties=species:S:1:pos:R:3:forces:R:3:lowdin_charge:R:1
Sm 1.47989 0.57000 0.23923 -0.56 -1.49 0.29 1.64
Cl 4.65077 0.98707 -6.24383 -0.02 0.00 0.03 0.68
Cl 5.01134 -2.34911 -2.04552 -0.01 0.02 -0.02 0.72
S 1.48321 -2.85046 0.63164 -0.03 -0.07 -0.14 0.84
S 3.38615 -1.05479 2.65245 0.15 0.08 -0.10 0.89
S -0.88766 -1.23642 2.31486 -0.01 0.04 -0.15 0.85
S 1.09042 1.02665 3.85186 -0.05 0.21 -0.09 0.85
S -0.67818 -2.01547 -1.76093 -0.02 0.18 0.07 0.92
Si -2.63214 3.83607 1.62141 0.02 0.01 0.00 0.37
F 4.75894 3.02914 0.69218 -0.15 -0.10 0.01 0.21
F 3.84702 0.90501 0.34449 0.43 0.28 -0.05 -0.01
F 2.87880 2.26576 1.84940 0.05 -0.03 -0.06 0.05
F 2.70032 2.70554 -0.36202 -0.02 -0.06 0.09 0.06
O -0.40622 -0.75302 -0.99490 0.24 0.13 0.40 -0.65
O 2.57924 -0.92300 -1.07347 0.07 -0.02 -0.49 -0.34
N 1.37219 1.16906 -2.25765 0.26 0.03 0.16 0.02
C -5.06527 -1.64254 -2.93410 -0.05 0.02 -0.02 -0.27
C -4.38103 -2.84634 -3.10915 0.01 -0.02 0.00 -0.04
C -6.51969 -1.53420 -3.31255 0.07 -0.01 0.02 -0.05
C 0.73967 2.16564 -2.82630 -0.02 -0.04 0.05 -0.11
C 3.10476 -3.37436 1.22087 -0.06 0.06 -0.01 -0.51
C 4.04128 0.44685 -4.70558 0.00 0.02 -0.03 -0.61
C -0.08463 -0.08983 4.65233 0.06 0.01 -0.03 -0.52
C 2.43741 0.59961 -2.88932 0.08 0.04 0.01 -0.16
C -3.04639 -0.66102 -2.02382 -0.03 0.07 0.06 -0.05
C -2.79652 5.12919 0.28622 0.00 0.11 -0.11 -0.19
C 0.37556 -3.70475 1.77289 0.04 0.03 -0.02 -0.50
C 4.66511 -0.57405 -4.05587 0.04 -0.05 0.01 -0.12
C 3.07028 -0.49530 -2.19719 0.00 -0.05 0.01 -0.42
C -4.24815 2.91852 1.78924 -0.14 -0.10 0.01 -0.19
C -0.96622 -2.98094 1.83650 0.00 0.08 0.05 -0.53
C -3.05026 -2.96581 -2.74712 -0.04 0.03 -0.03 -0.08
C -0.38942 1.91719 0.86279 -0.63 0.63 -0.10 -0.29
C 1.11415 2.67448 -4.08172 -0.04 0.05 -0.02 -0.03
C 0.04148 -1.78249 -3.38672 0.02 0.00 0.01 -0.19
C 2.63177 0.60611 4.69516 -0.01 -0.02 -0.03 -0.53
C 2.90614 1.06767 -4.13430 -0.19 0.12 -0.05 -0.17
C 3.47693 -2.85802 2.60582 -0.02 0.03 -0.03 -0.51
C 4.18305 -1.03397 -2.81985 0.06 -0.13 -0.01 -0.57
C 3.19051 -0.78743 4.42758 -0.03 0.05 -0.03 -0.51
C -4.38398 -0.56146 -2.38461 -0.01 -0.02 0.00 -0.02
C -1.30331 2.67893 1.16576 0.18 -0.24 -0.09 -0.25
C 2.19346 2.13763 -4.72227 0.04 -0.01 -0.04 -0.01
C -2.39099 -1.86125 -2.22372 -0.01 -0.09 -0.08 -0.39
C -2.21077 4.65118 3.24299 0.05 0.07 0.14 -0.19
C -0.22953 -1.44935 3.98313 -0.04 0.01 -0.03 -0.53
B 3.62545 2.29473 0.64825 0.39 0.41 0.14 -1.27
H 2.52135 2.52699 -5.67675 -0.01 -0.01 0.00 0.09
H -0.22628 -0.78404 -3.73286 0.01 -0.03 -0.03 0.07
H 0.73442 -1.95286 3.91784 -0.01 0.02 0.05 0.04
H 3.33028 1.36875 4.34656 0.01 -0.02 0.02 0.07
H -6.85982 -0.50027 -3.28264 0.01 0.00 0.00 0.08
H -4.50878 2.41495 0.85464 0.00 0.01 0.04 0.02
H -2.16650 3.91104 4.04637 0.01 0.04 -0.02 0.03
H 0.20629 -0.20636 5.69831 -0.03 -0.01 0.01 0.08
H 2.49201 0.74596 5.76846 0.05 0.00 0.01 0.08
H 3.16125 -4.46326 1.19481 0.06 0.00 0.01 0.09
H 5.53802 -1.04043 -4.49241 -0.02 -0.01 0.03 0.11
H -0.92365 -2.07489 4.55153 0.04 0.00 0.03 0.09
H 2.52974 -1.55654 4.83138 0.00 0.02 0.03 0.06
H -0.36503 -2.55112 -4.04345 0.02 0.02 -0.03 0.06
H -1.23284 5.13513 3.18352 -0.04 -0.01 0.02 0.03
H -4.90321 -3.70110 -3.52418 0.01 0.02 0.01 0.12
H 1.12205 -1.89204 -3.29182 -0.06 0.00 0.02 0.05
H -1.62945 -3.49966 2.53089 -0.03 -0.03 -0.03 0.08
H -0.08595 2.59303 -2.26699 0.01 0.02 0.01 0.12
H 4.49207 -3.17295 2.85057 -0.01 -0.06 0.00 0.08
H -1.84764 5.65195 0.14200 -0.05 -0.01 -0.01 0.03
H -2.95496 5.40633 3.51213 0.03 -0.03 0.01 0.03
H -4.18457 2.15812 2.57195 -0.01 0.02 -0.04 0.03
H -4.90857 0.37411 -2.22940 0.01 -0.01 0.00 0.11
H -2.52682 -3.90871 -2.86828 -0.03 0.01 -0.01 0.11
H -1.45321 -2.97935 0.85972 0.02 -0.04 0.00 0.05
H -7.14171 -2.11277 -2.62706 0.00 0.00 0.00 0.08
H -5.05937 3.60617 2.04535 0.01 -0.04 -0.01 0.03
H 2.80848 -3.25776 3.37163 0.00 -0.03 -0.01 0.06
H 3.78484 -2.98001 0.46415 0.03 -0.01 0.01 0.04
H -1.04022 0.43679 4.62766 -0.02 -0.03 0.04 0.07
H 0.22134 -4.72509 1.41675 -0.04 -0.02 0.07 0.08
H -2.51645 0.16846 -1.56841 -0.01 -0.02 -0.02 0.11
H 4.16371 -0.89123 4.90931 -0.02 0.01 0.07 0.08
H -6.69157 -1.92196 -4.31738 0.00 0.00 0.01 0.08
H 0.56178 3.49962 -4.50981 0.01 -0.02 0.00 0.11
H -3.07553 4.66830 -0.66513 0.01 0.03 0.03 0.03
H -3.56017 5.86849 0.54444 0.03 -0.02 -0.02 0.03
H 0.82967 -3.75843 2.76209 -0.04 -0.02 0.01 0.06
```
Positions in Å, forces in eV/Å.

Highest occupied orbital energy (alpha / beta) (eV): -7.61 / -7.62
Net charge: 0
Spin multiplicity: 6
Expectation value of S²: 8.76

=====

3.
Computed, not measured: a structure of composition C30H39BiN3S in a non-equilibrium geometry, with ωB97M-V/def2-TZVPD.

XYZ file:
```
74
Properties=species:S:1:pos:R:3:forces:R:3:lowdin_charge:R:1
Bi 0.08254 0.32199 1.13029 0.31 2.01 -1.27 1.70
S 2.98488 -0.48592 0.49681 -0.23 -0.57 -0.72 0.59
N 0.94529 2.64995 2.63060 0.41 0.58 0.59 0.02
N -0.71643 2.40839 -0.48020 -1.00 0.97 -1.35 -0.19
N -0.70017 1.06421 -2.21506 -0.49 -0.89 -0.45 -0.06
C 3.65272 0.65104 1.72640 0.23 0.20 -0.09 -0.44
C -0.70915 1.07540 -0.84072 1.84 0.26 0.15 -0.32
C -0.97222 -3.88572 -5.19442 0.00 -0.16 -0.08 -0.06
C -3.44407 -0.49259 0.93850 -0.34 0.08 0.05 -0.09
C 0.42538 -0.84741 -3.34777 -0.22 -0.08 -0.23 -0.19
C 1.96845 3.16032 3.33426 -0.63 1.00 -0.84 -0.17
C -0.28599 -2.15186 2.16417 -1.11 1.29 0.75 -0.37
C 2.49885 4.43100 3.05058 -0.18 -0.32 -0.02 -0.10
C 0.94465 -2.96535 1.99390 0.16 -0.65 0.25 -0.10
C -0.52029 -1.17132 3.20494 -1.55 -1.11 -1.00 -0.40
C -0.82340 3.20164 -1.61723 -0.10 -0.75 0.72 -0.06
C -2.05399 -1.98185 -3.92761 0.39 -0.01 -0.23 -0.02
C 1.92944 5.18927 2.02643 0.19 -0.09 -0.06 -0.11
C -1.99129 -0.77397 -3.22388 0.19 -0.01 -0.26 -0.21
C -0.82166 2.36849 -2.67697 0.10 0.48 -0.64 -0.09
C 0.42806 -0.76748 4.27580 0.06 -0.20 0.59 -0.09
C 4.38924 -1.15933 -0.45336 0.62 0.11 0.50 -0.42
C -2.26918 -1.04173 1.66594 0.66 -0.75 1.33 -0.36
C 0.38299 3.38122 1.63176 0.03 -0.23 -0.46 -0.32
C -1.38626 -2.73241 -0.11513 -0.10 -0.53 -0.13 -0.06
C -0.89816 -2.62252 -4.38677 -0.07 0.50 0.50 -0.27
C -3.25422 -0.15987 -2.71779 -0.58 0.14 0.14 -0.04
C 0.86112 4.66949 1.30706 -0.29 -0.62 0.01 -0.04
C -1.74934 -0.48044 2.88376 0.21 -2.11 -0.25 -0.39
C -0.71575 2.68247 0.92049 0.39 -0.79 0.66 -0.30
C 1.76282 -0.31076 -2.95864 0.58 0.04 0.15 -0.05
C -2.29983 0.69514 3.60928 -0.33 0.04 0.42 -0.09
C 0.33728 -2.06176 -4.04463 -0.28 0.31 0.03 -0.01
C -0.75175 -0.16532 -3.00196 -0.09 0.07 0.80 -0.11
C -1.35695 -2.05156 1.21000 0.13 1.15 1.09 -0.33
H -1.69634 2.62018 1.41516 0.41 0.21 -0.24 0.08
H 0.23159 -1.33234 5.19840 0.20 0.10 0.04 0.07
H -0.42567 -2.66548 -0.65005 -0.16 -0.01 0.12 0.07
H -2.76007 0.38583 4.56139 0.04 0.17 -0.11 0.07
H -3.69391 -1.08361 0.05147 -0.02 0.04 0.16 0.05
H -3.97811 -0.95899 -2.50178 0.12 0.28 -0.03 0.08
H 2.31382 6.17959 1.77942 0.00 -0.21 0.13 0.09
H 3.60576 1.67547 1.32980 0.01 -0.25 0.33 0.03
H 1.98253 0.66471 -3.41912 -0.15 -0.21 0.21 0.09
H -3.71000 0.50495 -3.46715 0.13 -0.10 0.15 0.09
H 4.93749 -0.34502 -0.94767 -0.03 -0.34 0.05 0.03
H 0.36681 5.19426 0.48189 0.30 -0.02 0.46 0.10
H 3.96643 -1.83948 -1.21371 0.09 0.37 0.43 0.02
H -1.61618 -3.80097 0.00993 0.03 0.06 -0.22 0.08
H -0.32684 -3.81161 -6.07677 -0.11 -0.05 0.09 0.08
H 4.68689 0.38552 1.96164 -0.04 -0.01 0.00 0.03
H 5.04426 -1.72271 0.22337 0.13 0.02 -0.38 0.02
H 1.25894 -2.57604 -4.33142 -0.23 0.18 0.08 0.11
H 0.82497 -3.92867 2.50797 0.20 -0.07 -0.05 0.07
H -0.85619 2.60462 -3.72025 -0.04 0.00 -0.27 0.10
H 0.32845 0.29660 4.53148 0.04 -0.12 -0.14 0.06
H -3.07811 1.20032 3.02305 0.16 -0.06 0.07 0.06
H -1.52454 1.43692 3.84848 -0.06 -0.06 -0.09 0.06
H 2.54173 -1.01631 -3.27583 -0.10 0.19 0.00 0.07
H -0.87741 4.26213 -1.52767 -0.05 0.42 -0.22 0.09
H 1.84974 -0.20226 -1.86461 -0.13 0.18 -0.34 0.02
H -3.27226 0.54533 0.59802 0.12 -0.14 0.00 0.06
H -3.09562 0.41943 -1.80050 -0.01 -0.17 -0.24 0.06
H -3.03376 -2.42637 -4.12480 0.27 0.11 0.07 0.12
H -0.64607 -4.76285 -4.62109 -0.05 0.17 -0.05 0.08
H 1.15020 -3.19113 0.93953 -0.01 0.10 0.14 0.06
H 3.04613 0.56398 2.64666 0.25 0.11 -0.54 0.01
H 3.34545 4.79661 3.61899 -0.03 0.05 -0.02 0.08
H -4.32723 -0.46373 1.59359 0.06 -0.04 -0.20 0.07
H 2.38924 2.55249 4.12622 -0.04 -0.11 0.00 0.10
H 1.83956 -2.48134 2.40804 -0.21 -0.07 -0.11 0.04
H -1.99708 -4.06121 -5.53097 0.11 -0.05 0.00 0.07
H 1.47538 -0.95547 3.99759 -0.14 0.04 0.03 0.06
H -2.14356 -2.30421 -0.77751 0.05 -0.03 0.07 0.05
```
Positions in Å, forces in eV/Å.

Highest occupied orbital energy (alpha / beta) (eV): -0.46 / -0.40
Net charge: -1
Relative energy (zero: lowest compared OMol25 entry of this formula, charge and spin) (kcal/mol): 0.0
Spin multiplicity: 1